# 1
104
Properties=species:S:1:pos:R:3:lowdin_charge:R:1 method="wB97M-V/def2-TZVPD" total_energy_ev=-99115.47314 homo_ev=-8.74 largest_force_ev_per_a=3.580 total_charge=0
In -0.55 -0.06 -1.75 1.26
Cl 2.40 1.53 -0.60 -0.07
Cl -0.92 -3.30 -3.10 -0.17
Cl -3.59 3.65 -2.02 0.60
O 5.24 -1.50 3.13 -0.21
O 1.62 -1.86 -1.24 -0.37
O -2.65 2.57 -2.15 -0.41
O -0.96 1.47 0.80 -0.27
O -4.71 3.28 -2.83 -0.35
O -2.43 0.02 -4.07 -0.26
O -3.94 3.80 -0.66 -0.36
O 0.68 2.33 -3.37 -0.29
O -3.11 4.94 -2.44 -0.34
O 2.88 4.17 4.40 -0.21
O -1.44 -3.72 2.87 -0.21
O -3.36 -0.32 -0.72 -0.24
N -2.60 -3.22 -0.04 -0.05
N 2.39 0.86 2.67 -0.08
N 0.42 -0.83 1.06 0.03
N 0.50 -0.15 -4.68 -0.03
C -0.66 2.86 1.02 -0.06
C -0.80 -0.68 1.88 -0.19
C -3.97 -2.72 -0.13 -0.19
C -1.44 -3.65 4.27 -0.10
C 0.71 -2.26 0.97 -0.18
C 3.76 0.36 2.50 -0.19
C -3.82 -0.06 -4.10 -0.12
C 2.31 1.97 3.60 -0.21
C 4.33 -0.53 3.67 -0.19
C -2.50 -4.42 0.79 -0.18
C 6.09 -2.08 4.10 -0.11
C -1.18 0.77 2.02 -0.22
C -4.17 0.51 0.07 -0.08
C -2.61 -4.19 2.30 -0.25
C 3.21 5.51 4.08 -0.11
C 1.50 2.17 -4.52 -0.21
C 2.55 -2.21 -2.30 -0.07
C -1.88 -0.37 -5.35 -0.21
C 1.74 0.65 -4.81 -0.15
C 1.88 -2.41 0.06 -0.20
C -0.62 0.37 -5.46 -0.21
C -4.03 -1.51 -1.09 -0.22
C 0.55 3.71 -3.07 -0.10
C 3.13 3.24 3.30 -0.18
H 2.72 -1.89 0.51 0.12
H -0.15 3.83 -2.23 0.07
H 5.52 -2.44 4.96 0.08
H -0.64 -1.14 2.85 0.12
H 1.28 2.26 3.80 0.10
H -0.66 -2.95 4.56 0.08
H -2.35 -3.22 4.70 0.09
H -0.13 -2.88 0.65 0.11
H -3.50 -3.59 2.52 0.11
H -3.60 -1.83 -2.04 0.09
H 2.52 5.85 3.31 0.08
H -2.18 0.81 2.45 0.13
H 0.31 3.07 1.45 0.07
H -1.21 -4.67 4.59 0.10
H 2.10 -3.47 -0.06 0.13
H 3.79 -0.12 1.53 0.08
H 2.07 1.25 1.79 -0.02
H -0.84 1.40 -5.15 0.13
H 1.12 -2.61 1.92 0.14
H 3.04 6.18 4.93 0.09
H -4.24 0.70 -4.76 0.11
H 2.44 2.72 -4.48 0.13
H -1.82 -1.45 -5.38 0.11
H -4.87 1.12 -0.50 0.10
H 2.56 0.33 -4.16 0.11
H 6.68 -2.94 3.77 0.09
H -3.56 1.26 0.57 0.08
H 4.82 0.07 4.43 0.11
H -4.68 -3.45 -0.52 0.12
H 2.12 0.45 -5.81 0.12
H 1.14 -0.30 1.54 0.07
H 6.69 -1.25 4.45 0.08
H -0.38 0.39 -6.52 0.14
H 2.50 1.64 4.63 0.12
H -4.65 -0.09 0.84 0.10
H 2.30 -3.28 -2.30 0.08
H 2.24 -1.77 -3.25 0.06
H 1.51 4.13 -2.80 0.09
H -2.89 -5.10 2.83 0.12
H 1.04 2.67 -5.37 0.12
H -1.67 -1.24 1.55 0.11
H -3.31 -5.10 0.53 0.11
H -4.42 -2.46 0.83 0.11
H 3.58 -1.93 -2.09 0.10
H -4.19 -1.04 -4.39 0.10
H -2.54 -0.15 -6.19 0.13
H -1.51 3.39 1.45 0.11
H -5.09 -1.37 -1.31 0.13
H 0.73 -1.05 -5.10 0.11
H 0.11 4.22 -3.93 0.10
H 4.25 5.45 3.78 0.09
H 4.21 3.09 3.22 0.11
H 4.48 1.17 2.40 0.10
H -4.23 0.11 -3.11 0.08
H 3.54 -1.07 4.18 0.11
H 2.81 3.68 2.35 0.11
H -1.54 -4.92 0.65 0.12
H -2.27 -3.46 -0.96 0.00
H -0.54 3.21 0.00 0.07
H -0.53 1.10 2.83 0.11

***

# 2
107
Properties=species:S:1:pos:R:3:lowdin_charge:R:1 method="wB97M-V/def2-TZVPD" total_energy_ev=-159445.59529 homo_ev=-7.96 largest_force_ev_per_a=4.001 total_charge=0 relative_energy_kcal_mol=0.00
Zn -0.99 -1.11 0.37 0.36
Cl -3.35 -1.50 0.52 -0.10
P -0.04 -2.67 -2.82 0.46
P -2.19 2.01 -1.23 0.51
P -0.93 0.61 3.59 0.54
P 2.29 -0.02 -0.21 0.57
F -0.27 -2.76 1.04 -0.53
O -0.51 -0.30 4.80 -0.16
O -0.57 -1.97 -1.64 -0.22
O -3.15 1.79 -2.52 -0.18
O -0.92 0.18 2.17 -0.24
O -1.30 3.28 -1.63 -0.19
O 2.36 0.10 -1.84 -0.17
O 1.51 -3.08 -2.72 -0.17
O -0.16 2.04 3.83 -0.20
O 2.88 1.36 0.34 -0.18
O -2.45 1.15 3.93 -0.22
O -0.16 -1.82 -4.14 -0.14
O -1.41 0.83 -0.79 -0.26
O 0.92 -0.41 0.21 -0.24
O 3.42 -1.12 0.22 -0.20
O -0.70 -4.05 -3.26 -0.16
O -3.18 2.60 -0.06 -0.16
C -0.56 -4.63 -4.54 -0.27
C 0.41 4.17 4.90 -0.06
C 2.13 2.16 1.28 -0.26
C -3.70 3.45 2.18 -0.04
C 0.57 -0.70 -4.49 -0.31
C 3.23 -1.86 1.42 -0.26
C 1.02 -0.52 -5.89 -0.06
C -1.95 -4.75 -5.22 -0.04
C -3.56 -0.50 -3.29 -0.07
C 4.06 -1.23 2.49 -0.06
C -2.76 2.68 1.25 -0.30
C -4.17 0.82 -2.71 -0.25
C 0.89 4.15 -1.68 -0.07
C -0.95 -1.65 4.82 -0.26
C -0.14 2.73 5.11 -0.23
C 0.01 3.17 -2.39 -0.17
C 2.81 3.47 1.54 -0.07
C 2.07 -3.78 -1.58 -0.26
C 3.34 0.91 -2.38 -0.33
C 0.34 -2.44 4.51 -0.06
C -4.70 0.71 4.74 -0.06
C 2.12 -5.25 -1.81 -0.07
C 4.69 0.21 -2.41 -0.06
C -3.60 0.33 3.74 -0.29
H -4.96 1.22 -3.34 0.11
H -4.35 0.79 5.76 0.08
H -5.56 0.03 4.73 0.08
H 2.13 4.28 1.80 0.08
H 1.18 -1.49 -6.35 0.08
H -3.61 3.12 3.21 0.05
H -2.82 1.65 1.61 0.07
H 3.35 -2.89 1.07 0.13
H 3.75 3.45 2.10 0.08
H -2.81 -0.86 -2.59 0.04
H 3.05 1.33 -3.34 0.12
H -0.23 4.67 4.17 0.08
H 3.55 1.74 -1.72 0.09
H -4.62 0.51 -1.77 0.10
H 1.60 -3.46 -0.64 0.10
H -1.22 -2.15 5.74 0.12
H 0.20 4.68 5.84 0.07
H 3.25 3.73 0.57 0.07
H 0.18 0.27 -4.21 0.12
H 2.11 1.66 2.24 0.11
H 0.74 4.28 -0.61 0.08
H -4.77 3.40 1.98 0.09
H -3.83 0.16 2.69 0.06
H 0.41 0.10 -6.55 0.08
H 5.09 -1.45 2.23 0.08
H 2.57 -5.54 -2.76 0.08
H 0.11 -5.49 -4.54 0.12
H -1.16 2.89 5.47 0.11
H 0.04 -3.48 4.45 0.09
H -3.03 -0.32 -4.23 0.06
H 0.43 2.13 5.81 0.12
H -2.32 -5.60 -4.66 0.07
H 1.94 0.06 -5.78 0.08
H -1.81 -5.02 -6.27 0.07
H 0.94 5.15 -2.10 0.08
H 4.85 -0.38 -1.51 0.07
H 0.72 -2.01 3.58 0.05
H 0.36 2.16 -2.19 0.09
H 3.05 -3.38 -1.34 0.10
H -3.45 -0.72 4.01 0.09
H 1.11 2.32 0.92 0.11
H -0.15 3.27 -3.46 0.12
H 2.70 -5.72 -1.02 0.08
H 4.72 -0.57 -3.17 0.08
H 0.05 -3.96 -5.16 0.10
H -1.72 2.99 1.31 0.12
H 1.89 3.71 -1.71 0.06
H -1.75 -1.88 4.12 0.11
H 1.07 -5.56 -1.83 0.08
H 1.46 -0.65 -3.86 0.09
H 3.77 -1.73 3.42 0.08
H 1.48 4.22 4.71 0.07
H 5.57 0.81 -2.64 0.08
H 1.17 -2.30 5.21 0.08
H -4.28 -1.29 -3.50 0.08
H 3.91 -0.18 2.77 0.08
H -2.61 -3.88 -5.17 0.08
H 2.24 -1.78 1.87 0.09
H -5.09 1.70 4.53 0.06
H -3.29 4.44 2.37 0.07

***

# 3
100
Properties=species:S:1:pos:R:3:lowdin_charge:R:1 method="wB97M-V/def2-TZVPD" total_energy_ev=-80026.18692 homo_ev=-4.44 largest_force_ev_per_a=3.259 total_charge=-1
V -0.39 1.00 -0.11 0.94
O -2.63 0.55 0.43 -0.38
O -5.18 -1.43 2.99 -0.19
O -0.51 -4.12 -0.69 -0.22
O -1.13 3.16 0.13 -0.33
O 0.17 -0.47 0.17 -0.39
O 1.66 4.84 -0.99 -0.16
O 4.52 -1.92 -0.04 -0.19
O -0.72 5.80 2.75 -0.16
O 3.06 -7.19 0.63 -0.20
O 0.90 1.74 -0.72 -0.38
O -0.46 2.07 -4.75 -0.17
N -1.07 0.81 -2.34 0.06
N 2.26 -3.72 -0.12 -0.04
N 1.80 4.92 1.80 -0.04
N -2.95 -2.39 1.51 -0.03
C 2.94 5.37 1.00 -0.21
C 3.86 -0.77 0.49 -0.10
C -0.55 0.68 -4.73 -0.21
C 1.69 4.31 -2.28 -0.14
C -0.38 2.64 -6.02 -0.13
C 0.31 5.59 3.69 -0.25
C -2.92 -2.24 2.96 -0.22
C 2.55 -2.79 -1.17 -0.24
C -6.17 -0.61 3.57 -0.14
C -2.99 1.75 1.09 -0.40
C -1.71 -3.14 1.15 -0.21
C -1.57 -3.23 -0.34 -0.20
C 2.96 -4.97 -0.16 -0.22
C 2.32 -5.99 0.77 -0.23
C 2.89 4.64 -0.33 -0.26
C -1.86 6.39 3.31 -0.13
C 4.00 -2.29 -1.30 -0.23
C -0.57 -4.58 -2.00 -0.14
C 1.67 5.71 3.05 -0.22
C -2.50 3.06 0.42 -0.40
C -0.30 0.08 -3.33 -0.39
C -0.60 -1.41 -3.32 -0.06
C -3.86 -1.09 3.39 -0.20
C 2.48 -8.30 1.34 -0.11
H 0.38 -4.94 -2.42 0.08
H -1.77 -4.08 1.70 0.12
H 0.50 2.37 -6.61 0.09
H 2.26 3.39 -2.37 0.08
H -6.11 -0.48 4.65 0.08
H -1.66 7.31 3.86 0.08
H -3.00 3.22 -0.55 0.09
H 3.93 -1.43 -1.98 0.11
H 2.51 -8.26 2.42 0.08
H 0.27 6.24 4.58 0.11
H 3.88 5.07 1.48 0.11
H 1.26 -3.89 -0.02 0.08
H 0.11 0.16 -5.44 0.13
H -2.84 3.91 1.03 0.08
H 1.27 -6.06 0.46 0.12
H 2.87 6.45 0.84 0.12
H -1.08 1.81 -2.56 0.10
H -1.61 0.42 -4.92 0.14
H 4.02 -4.79 0.07 0.12
H -2.84 -1.45 1.10 0.07
H 2.30 -3.20 -2.17 0.11
H -1.23 2.34 -6.64 0.09
H 0.78 0.15 -3.18 0.15
H 3.79 0.06 -0.21 0.09
H 3.27 3.62 -0.27 0.12
H 2.29 -5.61 1.80 0.13
H -3.62 -0.12 2.95 0.10
H -1.92 -2.11 3.37 0.11
H -6.32 0.36 3.09 0.08
H 0.17 4.62 4.18 0.12
H -0.48 3.72 -6.05 0.09
H -1.16 -5.51 -2.07 0.09
H 2.51 5.45 3.71 0.11
H 3.22 -9.04 1.03 0.08
H 3.71 5.05 -0.95 0.11
H -1.67 -1.63 -3.22 0.09
H -2.63 6.46 2.53 0.08
H -0.01 -1.90 -2.56 0.05
H -7.10 -1.14 3.32 0.08
H -4.09 1.82 1.09 0.09
H -2.46 -3.59 -0.88 0.13
H -2.38 5.73 4.02 0.08
H -1.36 -2.22 -0.72 0.09
H -0.94 -3.92 -2.79 0.07
H 2.86 -1.11 0.76 0.07
H 0.68 4.17 -2.65 0.08
H -0.81 -2.68 1.58 0.11
H -3.83 -1.11 4.49 0.11
H 4.61 -3.07 -1.76 0.11
H -2.64 1.70 2.13 0.08
H 1.52 -8.57 0.89 0.08
H -3.34 -3.11 3.50 0.11
H 2.00 -1.86 -1.08 0.09
H 1.91 6.75 2.80 0.11
H -2.08 0.67 -2.43 0.12
H 2.08 4.02 2.18 0.11
H 2.98 -5.50 -1.14 0.12
H 4.31 -0.37 1.39 0.08
H -0.36 -1.86 -4.28 0.09
H 2.10 5.11 -2.93 0.08

***

# 4
96
Properties=species:S:1:pos:R:3:lowdin_charge:R:1 method="wB97M-V/def2-TZVPD" total_energy_ev=-48177.15258 homo_ev=-7.81 largest_force_ev_per_a=18.345 total_charge=0 relative_energy_kcal_mol=529.06
O -2.54 -0.49 1.13 -0.18
O 1.88 -0.71 -2.50 -0.13
O 2.94 1.07 0.95 -0.15
O 6.18 -2.57 -1.06 -0.20
O -2.65 -2.07 -2.91 -0.14
O -4.72 2.22 -1.07 -0.23
O -1.44 2.63 2.14 -0.28
O 1.10 -2.23 2.51 -0.29
N 4.74 0.08 -2.26 -0.11
N -0.45 -2.19 -0.94 0.01
N 0.68 1.26 2.57 0.01
N -4.58 3.03 1.92 -0.03
C 0.03 -1.77 0.41 -0.18
C 2.58 0.14 -3.27 -0.29
C 6.05 -0.46 -2.21 -0.23
C -2.36 -3.24 -2.14 -0.25
C -3.83 -1.35 -2.47 -0.08
C -4.81 3.54 -0.57 -0.20
C 1.66 0.22 2.82 -0.22
C -0.33 0.78 1.57 -0.15
C -5.77 1.85 -1.96 -0.07
C -3.93 3.54 0.70 -0.22
C -3.64 3.04 3.11 -0.13
C 3.87 0.76 -0.13 -0.08
C 4.05 -0.20 -3.51 -0.15
C 4.72 -2.68 -0.68 -0.02
C 2.58 -0.10 1.71 -0.20
C 1.86 -3.07 3.37 -0.07
C -0.72 3.83 2.42 -0.06
C -1.60 0.07 2.17 -0.09
C -3.03 0.40 0.15 -0.10
C -2.39 2.14 3.02 -0.21
C -1.67 -3.06 -0.85 -0.17
C 6.35 -1.92 -2.32 -0.23
C 0.53 -0.21 -2.41 -0.04
C 0.71 -2.85 1.31 -0.18
H 4.86 0.47 0.23 0.11
H 3.50 -0.45 2.19 0.14
H 2.39 1.15 -2.90 0.13
H 0.01 3.73 3.23 0.09
H -2.59 1.13 2.65 -0.01
H 0.55 0.72 -1.84 0.11
H -5.36 0.90 -2.30 0.07
H -0.60 1.74 1.14 0.10
H 1.24 1.91 2.04 0.09
H -2.99 3.04 0.46 0.08
H 1.15 -0.62 3.28 0.11
H -1.46 -4.06 -0.50 0.13
H -1.29 4.74 2.63 0.08
H -2.32 -2.44 -0.23 0.11
H 1.41 -3.54 0.84 0.12
H -3.15 -0.01 -0.85 0.03
H 4.22 -1.73 -0.52 0.05
H 2.67 -3.45 2.75 0.09
H 4.39 -3.22 0.20 0.08
H -5.77 2.36 -2.92 0.09
H 6.60 0.06 -3.00 0.12
H -1.68 -3.84 -2.75 0.12
H 2.24 0.13 -4.30 0.12
H -2.70 1.43 0.22 0.07
H -2.27 0.65 2.80 -0.02
H 0.04 -0.08 -3.37 0.11
H -2.02 1.86 4.01 0.16
H 4.18 -0.12 -1.45 -0.06
H -5.80 3.86 -0.27 0.12
H -4.10 -0.70 -3.30 0.09
H -3.84 -0.71 -1.59 0.02
H 4.21 -1.24 -3.78 0.11
H 0.76 -0.95 0.41 0.07
H -3.57 4.52 0.99 0.12
H 5.73 -2.35 -3.11 0.10
H 6.44 -0.24 -1.22 0.12
H -5.09 2.20 1.68 0.10
H -3.13 -4.00 -2.04 0.12
H -4.47 4.26 -1.32 0.12
H 0.09 0.12 0.81 0.07
H 2.01 -0.82 1.13 0.08
H -4.25 2.62 3.92 0.11
H 2.37 -2.40 4.06 0.09
H 3.48 0.06 -0.87 0.04
H 4.42 0.44 -4.32 0.12
H -3.40 4.02 3.52 0.11
H -0.62 -1.36 -1.49 -0.02
H -6.74 1.95 -1.48 0.10
H -0.08 -3.53 1.63 0.12
H -0.19 4.07 1.51 0.10
H -4.72 -1.98 -2.41 0.10
H 7.36 -2.27 -2.51 0.13
H 1.36 -3.89 3.88 0.09
H 4.15 1.72 -0.57 0.12
H -4.10 0.46 0.37 0.09
H 4.36 -3.21 -1.56 0.09
H 2.34 0.60 3.58 0.12
H -0.81 -1.43 1.00 0.07
H -1.36 -0.84 2.73 0.14
H -0.14 -0.88 -1.86 -0.02

***

| no. | LUMO energy (eV) | orbital gap (eV) |
| --- | --- | --- |
| 1 | -5.056 | 3.68 |
| 2 | 0.434 | 8.39 |
| 3 | 2.446 | 6.89 |
| 4 | 0.724 | 8.54 |